(1)
139
Properties=species:S:1:pos:R:3 method="wB97M-V/def2-TZVPD" homo_energy_ev=-4.19 homo_lumo_gap_ev=5.0 e_tot_ha=-5511.17829 max_force_ev_per_a=3.111 charge=-1 mol_weight_g_mol=1177.500
C 2.872 -3.562 1.089
C 3.086 -2.698 0.260
C 3.466 -1.918 -0.998
P 2.174 -0.487 -1.397
C 3.380 0.883 -0.726
C 3.316 1.254 0.799
C 4.218 0.326 1.705
Cl 3.345 -0.398 3.120
C 1.221 -1.818 -2.404
C -0.172 -1.512 -3.040
C -1.323 -2.291 -2.257
S -2.882 -1.292 -2.165
C -3.916 -1.975 -0.850
S -3.569 -3.420 -0.139
N -5.093 -1.244 -0.387
C -4.625 0.022 0.241
C -4.991 1.274 -0.601
O -6.415 1.362 -0.683
C -6.993 0.210 -1.313
C -6.018 -1.001 -1.516
B 3.041 -0.096 -3.125
O 4.378 -0.573 -3.337
N 2.295 0.675 -4.156
C 2.629 2.121 -4.128
C 2.598 0.194 -5.529
O 1.452 -0.902 0.147
C 0.168 -0.363 0.382
S -0.088 -0.060 2.173
C 0.008 0.833 -0.653
C -0.349 2.270 -0.160
O -1.612 2.713 -0.717
O -1.458 2.869 -2.091
O 1.044 0.831 -1.597
H 2.508 -4.103 1.962
H 4.483 -1.504 -0.836
H 3.571 -2.634 -1.843
H 3.108 1.818 -1.276
H 4.456 0.693 -0.967
H 2.296 1.383 1.212
H 3.797 2.267 0.894
H 5.040 0.940 2.142
H 4.712 -0.481 1.131
H 1.099 -2.719 -1.744
H 1.897 -2.170 -3.229
H -0.429 -0.453 -3.239
H -0.182 -2.006 -4.047
H -0.998 -2.676 -1.269
H -1.612 -3.192 -2.850
H -5.023 0.136 1.276
H -3.516 0.008 0.344
H -4.658 2.159 -0.007
H -4.467 1.350 -1.581
H -7.306 0.529 -2.341
H -7.903 -0.080 -0.746
H -6.662 -1.912 -1.602
H -5.516 -0.873 -2.501
H 4.387 -1.487 -3.656
H 3.759 2.193 -4.172
H 2.167 2.576 -5.036
H 2.204 2.629 -3.237
H 3.172 0.963 -6.099
H 1.662 -0.014 -6.109
H 3.197 -0.744 -5.557
H -0.696 -1.043 0.163
H 0.483 1.128 2.541
H -0.912 0.541 -1.231
H -0.466 2.380 0.935
H 0.412 2.982 -0.569
H -1.879 2.089 -2.500
C -0.874 1.284 5.394
C -1.239 1.894 6.587
C -0.819 1.360 7.797
C -0.031 0.219 7.796
C 0.335 -0.403 6.609
C -0.092 0.135 5.404
N 0.435 -0.333 9.073
O 0.080 0.226 10.098
O 1.152 -1.317 9.040
H -1.199 1.705 4.449
H -1.850 2.789 6.574
H -1.107 1.840 8.723
H 0.946 -1.295 6.610
H 0.183 -0.340 4.470
C -8.308 3.591 1.238
C -9.178 4.261 2.090
C -9.517 5.582 1.839
C -8.981 6.220 0.730
C -8.106 5.563 -0.123
C -7.770 4.242 0.136
N -9.357 7.610 0.448
O -10.113 8.163 1.228
O -8.896 8.131 -0.550
H -8.048 2.557 1.431
H -9.595 3.751 2.950
H -10.194 6.098 2.507
H -7.685 6.063 -0.986
H -7.091 3.715 -0.523
C 8.479 3.285 -4.430
C 7.249 2.652 -4.310
C 6.370 2.636 -5.382
C 6.737 3.251 -6.569
C 7.960 3.891 -6.699
C 8.833 3.907 -5.621
N 5.819 3.213 -7.715
O 4.745 2.664 -7.562
O 6.187 3.733 -8.755
H 9.167 3.291 -3.592
H 6.974 2.168 -3.380
H 5.415 2.139 -5.275
H 8.243 4.375 -7.624
H 9.792 4.402 -5.711
C -6.818 -4.126 5.075
C -6.716 -3.622 3.784
C -5.705 -2.727 3.465
C -4.802 -2.350 4.449
C -4.897 -2.842 5.741
C -5.912 -3.734 6.053
N -3.717 -1.424 4.106
O -3.682 -0.999 2.967
O -2.914 -1.134 4.977
H -7.605 -4.830 5.319
H -7.423 -3.929 3.024
H -5.630 -2.338 2.456
H -4.193 -2.542 6.506
H -5.996 -4.127 7.059
C 7.859 -7.097 0.894
C 7.669 -5.797 1.346
C 7.129 -4.839 0.500
C 6.782 -5.198 -0.793
C 6.973 -6.490 -1.257
C 7.515 -7.442 -0.407
N 6.188 -4.192 -1.682
O 6.054 -3.068 -1.247
O 5.858 -4.546 -2.803
H 8.275 -7.844 1.560
H 7.938 -5.531 2.360
H 6.982 -3.829 0.858
H 6.704 -6.765 -2.268
H 7.667 -8.455 -0.757

=====

(2)
7
Properties=species:S:1:pos:R:3 method="wB97M-V/def2-TZVPD" smiles=ClC1(Cl)OC1(Cl)Cl homo_energy_ev=-10.67 homo_lumo_gap_ev=11.1 e_tot_ha=-1992.15645 max_force_ev_per_a=3.906 charge=0 mol_weight_g_mol=181.833 relative_energy_kcal_mol=21.7
C -0.297 0.285 0.660
C 0.221 -0.346 -0.613
O -1.177 -0.320 -0.182
Cl -0.522 1.990 0.603
Cl 0.098 -0.595 2.027
Cl 0.569 0.708 -1.990
Cl 1.108 -1.722 -0.505

=====

(3)
16
Properties=species:S:1:pos:R:3 method="wB97M-V/def2-TZVPD" homo_energy_ev=-7.33 homo_lumo_gap_ev=8.0 e_tot_ha=-234.45259 max_force_ev_per_a=0.573 charge=0 mol_weight_g_mol=82.146 relative_energy_kcal_mol=94.1
C 2.062 -0.152 0.073
C 0.621 -0.263 0.522
C -0.931 -1.367 -0.783
C -1.925 -0.375 -0.430
C -1.640 0.733 0.268
C -0.188 1.005 0.557
H 2.596 0.523 0.760
H 2.141 0.273 -0.931
H 2.590 -1.112 0.094
H 0.541 -0.809 1.471
H -0.650 -1.339 -1.845
H 0.019 -1.362 -0.067
H -2.944 -0.556 -0.782
H -2.399 1.452 0.562
H 0.216 1.728 -0.167
H -0.072 1.456 1.551